# 1
DFT (wB97M-V/def2-TZVPD) results for C5H7NO in the gas phase.

CARTESIAN COORDINATES (ANGSTROEM)
O: 1.966551 0.631073 1.081011
C: 1.316695 1.387846 0.404887
C: 0.438221 0.870515 -0.680857
C: 0.225850 -0.561809 -0.859956
C: -0.457476 -1.400529 0.197180
C: -1.213554 -0.164877 0.665577
N: -0.969464 0.522455 -0.645233
H: 1.409586 2.486765 0.505191
H: 0.602939 1.380675 -1.636394
H: 0.674992 -1.036903 -1.732934
H: 0.101094 -2.063687 0.862893
H: -1.170937 -1.996235 -0.386319
H: -0.731244 0.334383 1.511589
H: -2.277415 -0.294105 0.870026

Atomic forces in eV per Å
-0.005 0.358 0.210
0.025 -0.035 0.249
0.431 -0.061 0.038
-0.319 -0.109 -0.435
0.135 -0.161 0.056
-0.070 -0.132 0.151
0.178 -0.328 -0.427
-0.004 -0.049 0.118
0.269 -0.041 0.237
-0.877 0.235 -0.382
0.077 0.324 0.052
0.152 -0.116 0.325
-0.157 0.051 -0.091
0.164 0.065 -0.103

Summary:
- Max |F|: 0.019 hartree/bohr
- Net charge: 0
- HOMO: -9.33 eV
- Frontier orbital gap: 10.12 eV
- SMILES string: O=C[C@H]1[C@H]2CCN21
- E_LUMO: 0.789 eV
- Energy above the lowest of the compared OMol25 structures with the same formula, charge and spin: 79.6 kcal/mol
- Calculated total energy: -8832.7519 eV

# 2
DFT (wB97M-V/def2-TZVPD) results for a molecular structure, C47H37ClLiN4O2P2.

CARTESIAN COORDINATES (ANGSTROEM)
Li: 1.400765 1.069284 0.975080
O: 0.891541 7.827159 -0.266317
C: 0.260207 7.199048 0.599493
O: -0.581561 7.581521 1.429890
C: 0.621199 5.691605 0.696815
C: 1.587004 5.134447 -0.129985
C: 1.881717 3.782691 -0.014375
N: 1.261314 3.007383 0.867495
C: 0.358349 3.536440 1.689418
C: 0.001631 4.873298 1.635027
C: -0.184100 2.572256 2.686736
C: -1.398066 2.786781 3.330808
C: -1.844028 1.850831 4.244469
C: -1.063701 0.733803 4.501196
C: 0.121668 0.592536 3.801436
N: 0.558399 1.477353 2.910243
C: 2.938419 3.083220 -0.802400
C: 3.503899 3.650986 -1.938218
C: 4.515553 2.969032 -2.591060
C: 4.924761 1.741885 -2.099356
C: 4.282508 1.235711 -0.979204
N: 3.317045 1.885936 -0.336413
H: 2.086026 5.794226 -0.825887
H: -0.716598 5.328660 2.302355
H: -1.986314 3.661487 3.094953
H: -2.793491 1.987915 4.744959
H: -1.371664 -0.021523 5.211102
H: 0.746430 -0.282447 3.945119
H: 3.153736 4.605871 -2.301237
H: 4.970325 3.389536 -3.478875
H: 5.703974 1.167755 -2.581019
H: 4.543104 0.257430 -0.594562
N: -1.080611 -0.334231 -0.880501
P: 0.645492 -0.083356 -1.159671
C: 0.547527 0.335342 -2.944959
C: -0.615832 0.769799 -3.574020
C: -0.605607 1.146158 -4.911868
C: 0.571703 1.104443 -5.640095
C: 1.740682 0.676185 -5.022963
C: 1.726027 0.292518 -3.693050
C: 1.586900 -1.542959 -1.094558
C: 1.653959 -2.496649 -2.131165
C: 2.563949 -3.519091 -2.156828
C: 3.572811 -3.527119 -1.135696
C: 3.547102 -2.686984 -0.083940
C: 2.359626 -1.800637 0.190913
P: -1.667250 -0.148644 0.694129
C: -2.540820 -1.725251 1.030435
C: -3.481482 -2.258219 0.148026
C: -4.092514 -3.471668 0.414638
C: -3.781975 -4.165250 1.578773
C: -2.860427 -3.641429 2.469038
C: -2.242997 -2.427633 2.191669
C: -3.119841 0.949160 0.487110
C: -3.081553 1.991725 -0.433507
C: -4.112244 2.919680 -0.493287
C: -5.192270 2.818029 0.369895
C: -5.235858 1.784313 1.297065
C: -4.205771 0.859736 1.357001
H: -1.542614 -1.017391 -1.478831
H: -1.540188 0.816255 -3.014610
H: -1.523588 1.476545 -5.381611
H: 0.579938 1.399899 -6.681536
H: 2.666384 0.633106 -5.583167
H: 2.630502 -0.069539 -3.223557
H: 0.985093 -2.380472 -2.980878
H: 2.609009 -4.212197 -2.983661
H: 4.420833 -4.196042 -1.245969
H: 4.366581 -2.683430 0.627854
H: 2.736388 -0.840208 0.594278
H: -3.745540 -1.714341 -0.752426
H: -4.812183 -3.879021 -0.283758
H: -4.250510 -5.119481 1.782016
H: -2.602149 -4.186534 3.367517
H: -1.504527 -2.028576 2.875246
H: -2.229523 2.082718 -1.094508
H: -4.064006 3.729257 -1.209923
H: -5.994564 3.542818 0.324921
H: -6.076398 1.698759 1.974115
H: -4.249884 0.054315 2.081661
Cl: -0.541218 -7.990818 0.629147
C: 0.061139 -6.360097 0.830989
C: 1.067394 -6.116998 1.745809
C: 1.526392 -4.816749 1.904773
C: 0.994196 -3.763357 1.171526
C: 1.486637 -2.355485 1.353211
C: -0.018928 -4.046234 0.257113
C: -0.486033 -5.336098 0.078574
H: 1.485589 -6.930805 2.320777
H: 2.319878 -4.619897 2.615311
H: 2.052404 -2.284355 2.289489
H: 0.618348 -1.688764 1.446531
H: -0.442132 -3.240052 -0.323276
H: -1.271478 -5.546833 -0.633432

Atomic forces in eV per Å
0.456 0.212 -0.095
0.013 -0.036 -0.172
0.218 0.100 0.214
-0.161 -0.067 0.017
-0.090 -0.072 -0.039
-0.023 0.005 0.002
0.060 -0.058 -0.038
-0.125 0.082 0.112
-0.026 -0.009 0.032
0.060 0.049 -0.064
-0.024 0.059 -0.002
0.023 -0.018 0.002
0.004 -0.003 0.007
0.001 -0.016 -0.002
0.014 -0.043 0.000
-0.143 -0.027 -0.054
-0.053 0.069 0.054
0.041 -0.032 0.012
-0.016 0.033 -0.024
-0.029 -0.071 -0.012
-0.051 0.023 -0.055
-0.042 -0.065 -0.016
0.000 0.017 -0.005
-0.019 0.016 0.010
-0.020 0.013 -0.011
-0.019 0.003 0.008
0.000 -0.005 -0.001
-0.003 -0.012 0.011
-0.012 0.012 -0.012
0.008 0.000 -0.001
0.011 0.000 -0.003
0.003 -0.063 0.039
0.084 -0.321 -0.209
-0.253 -0.187 0.173
0.071 0.055 0.099
-0.035 0.029 0.002
-0.018 0.004 0.015
0.021 -0.004 -0.012
-0.026 0.013 -0.025
0.017 0.016 -0.007
0.068 -0.024 -0.116
-0.044 -0.025 -0.011
0.002 0.040 0.065
0.030 -0.046 -0.032
0.007 0.023 0.040
0.030 0.049 -0.017
0.023 0.130 0.013
-0.008 -0.017 -0.027
0.010 -0.008 -0.010
0.010 0.009 -0.016
0.020 -0.031 0.006
0.010 -0.002 0.001
0.008 -0.027 -0.005
-0.034 -0.049 0.020
0.017 0.031 0.042
0.024 0.012 -0.030
-0.024 -0.010 0.023
-0.018 0.046 -0.009
-0.024 -0.008 0.004
-0.018 0.170 0.043
-0.025 0.013 0.015
-0.013 0.006 -0.006
0.002 0.007 -0.012
0.014 -0.004 -0.009
0.059 -0.003 0.046
-0.015 0.014 -0.006
0.001 -0.038 -0.038
0.020 -0.021 -0.003
0.023 0.010 0.034
-0.032 0.066 -0.016
0.000 0.022 -0.010
-0.018 -0.007 -0.009
-0.011 -0.011 0.006
0.002 -0.006 0.018
0.046 0.026 0.043
0.036 0.009 -0.052
0.004 0.014 -0.007
-0.008 0.014 0.001
-0.020 -0.002 0.013
-0.003 -0.005 0.009
0.008 0.017 0.002
-0.016 -0.043 0.003
-0.004 -0.005 -0.011
0.026 -0.008 -0.010
-0.043 0.048 -0.031
-0.077 -0.031 0.015
0.011 -0.044 0.053
-0.024 -0.005 -0.017
0.014 -0.025 0.020
0.021 0.007 0.016
0.040 -0.054 0.012
0.021 0.036 0.049
-0.027 0.043 -0.038
-0.023 -0.005 -0.016

Summary:
- Max |F|: 0.010 hartree/bohr
- Net charge: -1
- HOMO: -3.61 eV
- Frontier orbital gap: 5.62 eV
- E_LUMO: 2.009 eV
- Energy above the lowest of the compared OMol25 structures with the same formula, charge and spin: 10.1 kcal/mol
- Calculated total energy: -90704.9483 eV

# 3
DFT (wB97M-V/def2-TZVPD) results for C19H21N3O3 in the gas phase.

CARTESIAN COORDINATES (ANGSTROEM)
C: 6.233761 2.835264 0.784584
C: 5.260595 1.693490 1.053182
C: 5.279547 0.617409 -0.043270
C: 6.589753 -0.173824 -0.051823
C: 4.110121 -0.322221 0.120473
C: 3.955472 -1.088996 1.271456
C: 2.896548 -1.960876 1.407861
C: 1.957348 -2.090552 0.387678
O: 0.939695 -2.987612 0.619523
C: 0.105692 -3.333953 -0.459481
C: -0.933952 -2.265018 -0.827262
O: -1.441409 -2.230391 -1.926844
N: -1.204624 -1.440839 0.211023
C: -2.106675 -0.374418 0.283642
C: -2.144174 0.355470 1.474086
C: -3.014441 1.419424 1.647172
C: -3.850800 1.738926 0.596457
N: -4.816355 2.709440 0.436129
C: -5.388717 2.619013 -0.816868
O: -6.261330 3.316465 -1.270641
N: -4.752156 1.563448 -1.438673
C: -3.810879 1.006129 -0.603790
C: -2.946797 -0.053867 -0.781624
C: 2.087288 -1.321538 -0.759169
C: 3.159102 -0.451869 -0.880070
H: 6.129728 3.603674 1.547366
H: 6.034674 3.287301 -0.184831
H: 7.262499 2.485102 0.796826
H: 4.247437 2.098545 1.118406
H: 5.496459 1.237594 2.016362
H: 5.177788 1.120394 -1.011368
H: 6.539845 -0.967651 -0.794125
H: 7.428320 0.471512 -0.299025
H: 6.774786 -0.625327 0.919737
H: 4.673787 -1.011198 2.073114
H: 2.778863 -2.561284 2.296561
H: 0.680862 -3.592429 -1.355843
H: -0.439297 -4.226456 -0.133150
H: -0.667598 -1.612545 1.053641
H: -1.477679 0.081832 2.278721
H: -3.034494 1.973781 2.571774
H: -5.087709 3.397110 1.117080
H: -4.965924 1.260623 -2.373186
H: -2.913421 -0.617617 -1.697411
H: 1.366111 -1.383621 -1.559552
H: 3.249262 0.137235 -1.781445

Atomic forces in eV per Å
-0.119 -0.152 0.143
0.054 0.146 -0.320
0.011 -0.078 0.282
-0.121 0.198 -0.178
-0.029 0.127 -0.263
-0.077 -0.011 -0.066
-0.214 -0.118 -0.047
0.212 0.116 0.026
0.089 0.049 0.200
-0.129 -0.178 -0.312
0.383 -0.154 0.374
-0.110 -0.059 -0.252
0.241 -0.141 0.412
-0.276 0.320 -0.002
0.085 -0.161 -0.125
-0.181 0.051 -0.248
0.392 -0.508 -0.132
-0.045 0.134 0.136
-0.266 0.260 -0.061
-0.324 0.247 -0.191
0.048 -0.142 -0.167
0.383 -0.029 0.688
-0.109 0.087 -0.063
-0.300 -0.270 0.034
0.152 0.023 0.138
0.060 0.109 0.026
0.014 0.080 -0.105
0.142 0.031 -0.021
-0.005 -0.042 0.076
-0.077 -0.067 0.077
-0.048 -0.018 0.033
0.061 -0.080 -0.042
0.152 0.025 0.007
0.041 -0.073 0.130
0.101 0.005 0.109
-0.007 -0.080 0.105
-0.102 0.116 0.082
0.060 0.122 -0.100
-0.045 -0.028 -0.241
0.083 -0.035 0.087
0.008 0.055 0.111
-0.078 -0.010 -0.168
-0.085 0.134 0.069
0.010 -0.049 -0.062
-0.065 -0.022 -0.094
0.027 0.070 -0.086

Summary:
- Max |F|: 0.015 hartree/bohr
- Net charge: 0
- HOMO: -7.87 eV
- Frontier orbital gap: 8.49 eV
- SMILES string: CC[C@@H](C)c1ccc(OCC(=O)Nc2ccc3[nH]c(=O)[nH]c3c2)cc1
- E_LUMO: 0.617 eV
- Energy above the lowest of the compared OMol25 structures with the same formula, charge and spin: 6.2 kcal/mol
- Calculated total energy: -30658.5598 eV

# 4
DFT (wB97M-V/def2-TZVPD) results for a molecular structure, C2HNO4.

CARTESIAN COORDINATES (ANGSTROEM)
C: -0.125545 0.617056 -0.617873
C: -0.082200 -0.846647 -0.239616
O: -1.537199 -0.564132 0.208708
N: 1.165696 0.278369 0.723771
O: 2.194054 0.524445 0.220433
O: -0.540060 1.704663 -0.710438
O: 0.534451 -1.810712 -0.520773
H: -1.609197 0.096959 0.935787

Atomic forces in eV per Å
-0.082 -0.393 -1.011
-2.775 3.205 -2.208
1.469 -1.769 0.808
0.790 1.191 2.815
-0.130 -0.236 -0.682
1.094 -0.997 -0.043
-0.811 -0.244 0.593
0.445 -0.756 -0.271

Summary:
- Max |F|: 0.093 hartree/bohr
- Net charge: 0
- HOMO (alpha / beta): -8.79 / -8.57 eV
- Frontier orbital gap (alpha / beta): 7.31 / 7.43 eV
- E_LUMO (alpha / beta): -1.481 / -1.139 eV
- Energy above the lowest of the compared OMol25 structures with the same formula, charge and spin: 133.9 kcal/mol
- Calculated total energy: -11763.4721 eV